Record 1
ORCA calculation (ωB97M-V/def2-TZVPD) on a structure of composition C26H45Br2NO22S4 in a non-equilibrium geometry.

Structure (XYZ):
```
100
C26H45Br2NO22S4 | the Open Molecules 2025 dataset | ωB97M-V/def2-TZVPD
C -4.0311 2.3471 -1.5539
C -2.8326 1.7375 -0.7950
C -2.2014 0.5806 -1.5615
O -1.1613 0.0704 -0.7173
C -0.4083 -0.9487 -1.3937
C 0.9911 -0.3616 -1.6252
O 1.3452 -0.2232 -2.7222
O 1.6753 0.0386 -0.5307
C 2.8454 -0.6787 -0.1244
C 2.5071 -1.1563 1.3326
C 0.9923 -1.2331 1.5651
C 0.7579 -1.7371 3.0392
C 0.2496 -0.5535 3.8427
O 0.8835 0.4275 3.8878
O -0.9394 -0.6512 4.5136
C -1.9599 -0.3331 3.5330
C -3.0438 -1.4375 3.5612
C 3.2585 -1.8993 -0.9645
C 2.4354 -3.1927 -0.7468
C 2.4757 -4.0021 -2.0347
N 1.2140 -4.2516 -2.6792
O 3.4787 -4.3972 -2.4793
C 4.1214 0.1789 0.0045
Br 5.4022 -0.2687 1.3857
C 4.4419 1.1714 -0.7797
C 3.6089 1.6203 -1.9393
Br 6.0789 2.1701 -0.5675
H -3.7614 3.3501 -1.8770
H -4.3132 1.7426 -2.4139
H -4.8605 2.4238 -0.8577
H -2.0225 2.4487 -0.6441
H -3.0975 1.3532 0.1900
H -1.7152 0.9349 -2.4802
H -2.9369 -0.1887 -1.8219
H -0.3957 -1.8143 -0.7305
H -0.8337 -1.2105 -2.3537
H 3.0124 -2.0837 1.5941
H 2.8352 -0.4196 2.0634
H 0.5423 -0.2512 1.5251
H 0.5125 -1.9761 0.9368
H 0.0595 -2.5682 3.0459
H 1.7155 -1.9974 3.4859
H -2.4037 0.6406 3.7313
H -1.5287 -0.2880 2.5309
H -2.8873 -2.0305 4.4562
H -4.0206 -0.9664 3.5761
H -2.8906 -2.0439 2.6771
H 3.3599 -1.6815 -2.0252
H 4.2747 -2.1340 -0.6520
H 2.9320 -3.8069 -0.0003
H 1.3870 -3.0403 -0.5216
H 1.1390 -3.7610 -3.5601
H 1.0517 -5.2417 -2.7997
H 3.6234 0.9269 -2.7720
H 4.0203 2.5535 -2.3265
H 2.6001 1.8679 -1.6359
C 1.2945 -6.5568 5.9495
C 1.9949 -5.2669 5.5785
O 2.0456 -5.2854 4.1467
S 0.7458 -6.0376 3.5755
O -0.2211 -5.0623 3.2208
O 1.1714 -7.0449 2.6786
O 0.2804 -6.7224 4.9512
H 1.9738 -7.4100 5.8927
H 0.8466 -6.5159 6.9389
H 2.9968 -5.2002 5.9936
H 1.4140 -4.3948 5.8881
C 1.6430 3.4157 -6.4239
C 2.3695 2.9382 -5.1852
O 3.0286 4.1075 -4.6820
S 2.1375 5.4023 -5.0054
O 1.3652 5.7202 -3.8595
O 2.9534 6.3585 -5.6520
O 1.1636 4.7222 -6.0845
H 2.3225 3.5096 -7.2736
H 0.8131 2.7679 -6.6939
H 3.0920 2.1554 -5.3990
H 1.6709 2.5885 -4.4211
C -6.3851 -2.4017 -0.4345
C -6.6722 -1.8718 0.9534
O -5.3884 -1.5040 1.4703
S -4.4526 -0.9920 0.2692
O -4.4975 0.4227 0.2330
O -3.2340 -1.7110 0.3040
O -5.3498 -1.5526 -0.9411
H -6.0038 -3.4246 -0.4003
H -7.2569 -2.3620 -1.0824
H -7.1422 -2.6121 1.5950
H -7.2946 -0.9748 0.9162
C 0.5582 7.6921 -0.7083
C 0.6822 6.2290 -0.3499
O -0.1261 6.0715 0.8236
S -1.3692 7.0855 0.7516
O -2.5005 6.3876 0.2618
O -1.4079 7.8314 1.9536
O -0.8086 8.0205 -0.4293
H 1.1961 8.3128 -0.0751
H 0.7894 7.8829 -1.7532
H 1.7082 5.9342 -0.1468
H 0.2699 5.5925 -1.1357
```

Output
HOMO-LUMO gap ... 9.343 eV
LUMO ... 0.0072 Eh

Record 2
ORCA calculation (ωB97M-V/def2-TZVPD) on an isolated molecule of C5H8O2 in a non-equilibrium geometry.

Structure (XYZ):
```
15
C5H8O2 | the Open Molecules 2025 dataset | ωB97M-V/def2-TZVPD
O -2.0096 -2.0418 0.3303
C -1.8860 -0.9018 0.0777
C -1.9214 0.4172 -0.1487
C -0.5630 1.0878 -0.0645
C 0.2187 -0.1890 0.2558
C 1.5865 -0.5542 -0.2136
O 2.6461 0.1297 0.3952
H -2.8905 0.8871 -0.1099
H -0.5622 1.8374 0.7390
H -0.2044 1.5844 -0.9783
H 0.1160 -0.3721 1.3430
H -0.3350 -0.8633 -0.5019
H 1.7010 -1.6200 0.0223
H 1.5692 -0.4600 -1.3102
H 2.5344 1.0585 0.1638
```

Output
ΔE to the lowest compared entry with this formula, charge and spin ... 66.2 kcal per mole
HOMO-LUMO gap ... 9.557 eV
LUMO ... 0.0256 Eh

Record 3
ORCA calculation (ωB97M-V/def2-TZVPD) on the ion C4H9N4 with charge +1 in a non-equilibrium geometry.

Structure (XYZ):
```
17
C4H9N4 | the Open Molecules 2025 dataset | ωB97M-V/def2-TZVPD
C -1.4467 2.9434 0.0439
C -1.2654 1.9230 -0.9710
C -0.0813 -1.5081 1.0435
C 0.4148 0.0940 -0.9853
N -0.5404 2.8492 0.9448
N 0.1324 1.7603 0.6895
N -0.2693 1.2054 -0.5093
N 0.8489 -0.5764 0.4286
H -2.0920 3.8322 0.1086
H -1.8665 1.6575 -1.7586
H -0.5846 -2.2046 0.4637
H 0.6168 -1.8414 1.8754
H -0.8964 -0.8803 1.4448
H 1.3666 0.2594 -1.5654
H -0.1610 -0.6920 -1.5928
H 0.9856 1.3943 1.1861
H 1.7081 -1.0855 0.1796
```

Output
Multiplicity ... 3
ΔE to the lowest compared entry with this formula, charge and spin ... 86.4 kcal per mole
HOMO-LUMO gap (alpha / beta) ... 8.228 / 5.639 eV
LUMO (alpha / beta) ... -0.1091 / -0.3131 Eh
Charge ... +1
<S²> ... 2.007

Record 4
ORCA calculation (ωB97M-V/def2-TZVPD) on a structure of composition C26H33BN4O3S5SbSn.

Structure (XYZ):
```
74
C26H33BN4O3S5SbSn | the Open Molecules 2025 dataset | ωB97M-V/def2-TZVPD
Sn 0.2860 0.6368 0.0767
C -3.4663 -2.2719 -2.9092
C -2.8368 -1.0753 -3.2372
C -2.5572 -0.1247 -2.2698
C -2.9091 -0.3512 -0.9299
C -3.5037 -1.5716 -0.5923
C -3.7869 -2.5078 -1.5785
N -2.7051 0.6165 0.0687
N -2.9524 0.1772 1.4176
C -1.9795 0.5928 2.2503
C -2.2916 0.5617 3.6472
C -1.4238 1.0299 4.6033
C -0.1691 1.5538 4.2566
C 0.1876 1.5219 2.9172
C -0.6743 1.0412 1.9347
H -3.6843 -3.0099 -3.6731
H -2.5439 -0.8760 -4.2622
H -2.0568 0.7907 -2.5544
H -3.7418 -1.7412 0.4476
H -4.2654 -3.4399 -1.2949
H -3.2724 0.1841 3.9145
H -1.7254 0.9987 5.6471
H 0.5110 1.9447 5.0030
H 1.1742 1.8759 2.6284
S 5.0824 0.1312 -1.0451
Sb 3.6851 0.7185 0.6872
S 1.9811 -1.0627 0.6412
S 2.0420 2.3060 -0.2893
C 3.2434 1.7963 -3.7483
N 1.9522 2.4552 -3.8374
C 0.7883 1.8219 -4.0324
N 0.8572 0.4715 -4.1328
S -0.6689 2.6622 -4.2255
H 4.0212 2.5418 -3.9076
H 3.3193 1.0530 -4.5440
H 3.4413 1.3086 -2.7922
H 1.8595 3.3998 -3.5084
H 1.5650 -0.0246 -3.6033
H -0.0343 0.0021 -4.1183
C 0.1459 -5.7901 0.1197
C -0.8899 -5.2301 -0.8510
C -0.2756 -4.5303 -2.0599
S 0.6518 -3.0528 -1.5590
O 0.5562 -2.1060 -2.7278
C 2.3525 -3.7401 -1.5558
C 3.1903 -3.1976 -2.7040
C 2.8478 -3.8215 -4.0522
H -0.3370 -6.2944 0.9583
H 0.7695 -4.9960 0.5381
H 0.8071 -6.5104 -0.3720
H -1.5295 -4.5148 -0.3283
H -1.5405 -6.0340 -1.2060
H -1.0459 -4.1164 -2.7110
H 0.3679 -5.2018 -2.6342
H 2.2809 -4.8297 -1.5753
H 2.7727 -3.4187 -0.6024
H 4.2404 -3.3656 -2.4535
H 3.0652 -2.1147 -2.7412
H 2.9087 -4.9150 -4.0090
H 3.5374 -3.4815 -4.8279
H 1.8367 -3.5446 -4.3538
O -2.9507 2.9581 0.8357
B -2.8196 1.9947 -0.1813
O -2.9146 2.6207 -1.4498
C -3.1162 3.9435 -1.1823
C -3.2953 4.9760 -2.0701
C -3.4953 6.2488 -1.5253
C -3.5077 6.4514 -0.1508
C -3.3229 5.3895 0.7411
C -3.1327 4.1431 0.1926
H -3.2547 4.8044 -3.1377
H -3.6283 7.0930 -2.1908
H -3.6553 7.4513 0.2392
H -3.3156 5.5285 1.8139
```

Output
Multiplicity ... 2
ΔE to the lowest compared entry with this formula, charge and spin ... 33.5 kcal per mole
HOMO-LUMO gap (alpha / beta) ... 5.078 / 5.045 eV
LUMO (alpha / beta) ... 0.1463 / 0.1461 Eh
Charge ... -2
<S²> ... 0.756

Record 5
ORCA calculation (ωB97M-V/def2-TZVPD) on a cluster of 2 separate species, C6H11NOS2 in total in a non-equilibrium geometry.

Structure (XYZ):
```
21
C6H11NOS2 | the Open Molecules 2025 dataset | ωB97M-V/def2-TZVPD
C -1.8009 0.8439 -0.0025
C -1.3070 -1.5545 -0.1686
C 0.2793 -1.7875 -0.3536
C -3.0736 0.9444 0.8421
C 2.3950 0.8332 -0.6278
C 2.3315 -0.6694 -0.2304
N 0.8793 -0.7143 -0.0213
O 0.7586 -2.9300 -0.7823
S -2.5830 -2.4514 0.2216
S 3.0859 -0.8356 1.4920
H -0.7901 0.9331 0.5450
H -3.4551 0.0125 0.5795
H -2.8987 1.1344 1.9071
H -3.6436 1.6682 0.3028
H 2.4207 0.9785 -1.7279
H 3.3042 1.1893 -0.2070
H 1.4700 1.3413 -0.1674
H 2.8046 -1.2923 -0.9631
H -1.9478 1.1359 -1.1276
H -0.0489 -3.5417 -0.8039
H 4.2421 -0.1544 1.1191
```

Output
ΔE to the lowest compared entry with this formula, charge and spin ... 97.3 kcal per mole
HOMO-LUMO gap (alpha / beta) ... 7.234 / 7.236 eV
LUMO (alpha / beta) ... -0.0195 / -0.0194 Eh